# 1
A structure of composition C13H19OP in a non-equilibrium geometry. Source: the OMol25 dataset; level of theory: wB97M-V/def2-TZVPD.

Properties
HOMO level, eV: -7.68
LUMO energy, eV: 0.4

Geometry (Å):
C (-5.1168, 0.7372, 0.0814)
C (-4.2439, 1.1401, -0.9588)
C (-4.7267, -0.2314, 0.9810)
C (-2.9696, 0.5272, -1.0200)
C (-3.4957, -0.8342, 0.9160)
C (-2.5876, -0.4162, -0.0678)
C (0.2442, -0.5330, -1.4238)
C (1.4852, -0.3601, -0.4761)
C (0.9545, -0.0099, 0.8821)
C (2.5519, 0.6327, -1.0140)
C (2.1672, -1.7468, -0.6151)
C (1.6786, -0.5014, 2.1455)
C (0.6773, 1.4025, 1.2525)
O (-1.0662, -2.6730, 0.2420)
P (-0.9397, -1.2284, -0.0978)
H (-6.0131, 1.3245, 0.2678)
H (-4.5435, 1.6165, -1.8222)
H (-5.5063, -0.5326, 1.7467)
H (-2.3339, 0.7862, -1.7627)
H (-3.2108, -1.6955, 1.6116)
H (-0.0172, 0.4712, -1.5864)
H (0.1963, -1.1701, -2.2534)
H (3.6062, 0.6269, -0.4660)
H (2.3523, 1.7330, -1.0789)
H (2.6104, 0.2484, -2.0576)
H (3.1521, -1.6195, -0.2073)
H (2.3181, -2.1968, -1.6002)
H (1.5359, -2.5772, -0.0170)
H (1.3997, 0.1728, 2.9432)
H (2.7897, -0.6504, 2.0088)
H (1.5483, -1.5234, 2.3766)
H (1.6463, 1.8131, 1.4892)
H (-0.0052, 1.4632, 2.1150)
H (0.1092, 1.9602, 0.5027)

Atoms 1-3, force components in eV/Å:
0.843 1.581 -0.910
1.072 -3.001 1.948
-1.768 -0.399 1.385

Formally, the natural (NBO) partial charges of the atoms, in units of the elementary charge, are as follows:
1. C -0.191
2. C -0.205
3. C -0.218
4. C -0.187
5. C -0.181
6. C -0.402
7. C -0.718
8. C -0.103
9. C -0.048
10. C -0.640
11. C -0.631
12. C -0.674
13. C -0.666
14. O -1.065
15. P 1.745
16. H 0.217
17. H 0.212
18. H 0.221
19. H 0.203
20. H 0.247
21. H 0.227
22. H 0.236
23. H 0.220
24. H 0.218
25. H 0.217
26. H 0.204
27. H 0.221
28. H 0.240
29. H 0.215
30. H 0.216
31. H 0.234
32. H 0.208
33. H 0.225
34. H 0.207

# 2
A structure of composition C13H20B2Cl5CrF8O13 in a non-equilibrium geometry. Source: the OMol25 dataset; level of theory: wB97M-V/def2-TZVPD.

Properties
Multiplicity: 4
HOMO level (spin up / spin down), eV: -10.10 / -10.10
LUMO energy (spin up / spin down), eV: -4.8 / -2.8
⟨S²⟩: 3.7913

Geometry (Å):
Cr (-0.1623, 0.8252, 1.5790)
Cl (3.3362, 0.0797, 1.1481)
O (3.6322, -0.6514, 2.3636)
O (1.9329, 0.1771, 0.8654)
O (3.7016, 1.4144, 1.2978)
O (4.0003, -0.5568, 0.0622)
B (-2.2558, 1.9037, 2.5042)
F (-1.9346, 1.9740, 1.1885)
F (-1.2408, 2.5147, 3.1879)
F (-3.5311, 2.2989, 2.7216)
F (-1.9393, 0.6157, 2.6929)
B (-0.8422, -0.4024, -0.6028)
F (-0.4788, 0.8569, -0.4225)
F (0.1696, -1.1352, -1.2093)
F (-1.1099, -0.6688, 0.6819)
F (-1.9760, -0.4102, -1.4039)
C (1.1438, -2.9338, 5.5225)
C (-0.3790, -2.8662, 5.7748)
O (-0.7451, -2.1802, 4.6273)
C (0.2158, -1.5473, 4.0412)
O (0.1263, -0.8705, 3.0099)
O (1.3130, -1.9066, 4.6447)
H (1.4165, -3.8966, 5.0904)
H (1.8624, -2.8404, 6.3368)
H (-0.5420, -2.2326, 6.6466)
H (-0.8373, -3.8321, 5.9872)
C (1.5641, 6.0153, 1.8792)
C (1.4507, 6.1189, 0.3612)
O (0.7043, 4.9096, 0.0656)
C (0.8697, 4.0122, 1.0385)
O (0.5578, 2.7912, 0.9703)
O (1.3624, 4.6303, 2.1214)
H (0.7943, 6.5251, 2.4585)
H (2.5059, 6.3137, 2.3396)
H (2.4232, 6.2286, -0.1188)
H (0.7576, 6.9486, 0.2226)
C (-2.3347, -4.2899, -1.0203)
C (-0.9694, -4.3608, -1.6977)
O (-1.0716, -5.5067, -2.5663)
C (-2.4344, -5.7099, -2.8098)
O (-2.9285, -6.5427, -3.5627)
O (-3.1895, -4.9266, -2.0181)
H (-2.6369, -3.2487, -0.9078)
H (-2.4115, -4.8591, -0.0939)
H (-0.1343, -4.5113, -1.0135)
H (-0.5496, -3.4580, -2.1414)
Cl (-2.0282, -3.3386, -5.4643)
C (-2.8641, -1.9484, -4.6396)
C (-2.1085, -0.6232, -4.7692)
Cl (-1.5748, -0.3276, -6.4372)
H (-3.0019, -2.2053, -3.5893)
H (-3.8469, -1.8489, -5.1004)
H (-1.2122, -0.7416, -4.1602)
H (-2.6852, 0.2636, -4.5063)
Cl (1.5999, 0.9069, -4.0386)
C (1.7457, 2.4198, -3.1146)
C (3.2157, 2.5780, -2.6877)
Cl (3.4935, 4.0738, -1.6916)
H (1.1983, 2.3064, -2.1788)
H (1.3985, 3.1879, -3.8056)
H (3.8490, 2.7354, -3.5607)
H (3.6150, 1.7523, -2.0987)

Atoms 1-3, force components in eV/Å:
2.021 -0.367 -1.724
3.786 -1.389 1.948
-1.194 0.248 -0.717

Formally, the natural (NBO) partial charges of the atoms, in units of the elementary charge, are as follows:
1. Cr 1.749
2. Cl 2.603
3. O -0.830
4. O -0.865
5. O -0.855
6. O -0.788
7. B 1.295
8. F -0.485
9. F -0.528
10. F -0.501
11. F -0.490
12. B 1.303
13. F -0.440
14. F -0.518
15. F -0.442
16. F -0.531
17. C -0.100
18. C -0.098
19. O -0.450
20. C 1.063
21. O -0.664
22. O -0.437
23. H 0.192
24. H 0.220
25. H 0.193
26. H 0.224
27. C -0.099
28. C -0.103
29. O -0.449
30. C 1.076
31. O -0.659
32. O -0.450
33. H 0.198
34. H 0.218
35. H 0.226
36. H 0.218
37. C -0.103
38. C -0.123
39. O -0.488
40. C 0.972
41. O -0.579
42. O -0.493
43. H 0.209
44. H 0.189
45. H 0.198
46. H 0.215
47. Cl -0.065
48. C -0.370
49. C -0.394
50. Cl -0.063
51. H 0.223
52. H 0.214
53. H 0.226
54. H 0.230
55. Cl -0.043
56. C -0.394
57. C -0.354
58. Cl -0.119
59. H 0.224
60. H 0.227
61. H 0.218
62. H 0.244

# 3
The ion C13H20BF3O9P with charge -1 in a non-equilibrium geometry. Source: the OMol25 dataset; level of theory: wB97M-V/def2-TZVPD.

Properties
Net charge: -1
HOMO level, eV: -5.53
LUMO energy, eV: 2.9

Geometry (Å):
C (0.8845, 1.9124, 2.6729)
C (0.7569, 0.9087, 2.0456)
C (0.5902, -0.3142, 1.2424)
O (1.0666, -1.3949, 2.0705)
O (-0.6574, -0.5167, 0.7648)
B (-0.5345, -1.6666, -0.1932)
C (-1.0333, -3.0449, 0.5342)
C (-2.3939, -2.8482, 1.2321)
C (-2.3598, -2.8868, 2.7359)
F (-3.6144, -3.1266, 3.2505)
F (-1.5660, -3.8791, 3.2348)
F (-1.9410, -1.7297, 3.3033)
C (-1.3631, -1.4766, -1.6326)
C (-2.5633, -0.6060, -1.6474)
O (-2.7356, 0.4332, -1.0603)
O (-3.5632, -1.0741, -2.4630)
O (0.9488, -1.6778, -0.5153)
C (1.4654, -0.4723, -0.0555)
O (1.2548, 0.4342, -1.1189)
C (1.4128, 1.8328, -0.8385)
C (0.0664, 2.5305, -0.6061)
C (-0.2717, 3.5615, -1.6727)
C (0.7348, 4.7314, -1.7107)
P (3.2551, -0.7834, 0.2835)
O (3.7682, -0.0736, 1.4694)
O (3.5256, -2.3513, 0.3560)
O (3.9969, -0.3643, -1.0873)
H (1.1111, 2.6485, 3.4078)
H (1.4254, -1.0130, 2.8774)
H (-1.1578, -3.8488, -0.1945)
H (-0.2897, -3.3942, 1.2468)
H (-3.1110, -3.6160, 0.9404)
H (-2.8470, -1.8956, 0.9534)
H (-1.6493, -2.4555, -2.0151)
H (-0.6717, -1.0493, -2.3613)
H (-4.2147, -0.3599, -2.4823)
H (2.1082, 1.9754, -0.0091)
H (1.8591, 2.2580, -1.7416)
H (0.1193, 3.0540, 0.3496)
H (-0.7156, 1.7814, -0.4900)
H (-1.2460, 3.9762, -1.4079)
H (-0.3947, 3.1104, -2.6568)
H (1.3874, 4.6544, -2.5786)
H (1.3255, 4.7428, -0.7978)
H (0.2231, 5.6888, -1.7949)
H (4.1582, -2.6202, -0.3183)
H (3.4506, 0.3055, -1.5215)

Atoms 1-3, force components in eV/Å:
0.399 0.410 1.083
-0.578 -0.384 -0.989
0.892 0.290 -0.009

Formally, the natural (NBO) partial charges of the atoms, in units of the elementary charge, are as follows:
1. C -0.238
2. C -0.034
3. C 0.451
4. O -0.723
5. O -0.692
6. B 0.849
7. C -0.703
8. C -0.484
9. C 0.988
10. F -0.360
11. F -0.345
12. F -0.329
13. C -0.815
14. C 0.813
15. O -0.630
16. O -0.715
17. O -0.705
18. C 0.164
19. O -0.561
20. C -0.090
21. C -0.455
22. C -0.393
23. C -0.619
24. P 2.308
25. O -1.110
26. O -0.964
27. O -1.003
28. H 0.226
29. H 0.487
30. H 0.194
31. H 0.236
32. H 0.212
33. H 0.235
34. H 0.219
35. H 0.260
36. H 0.475
37. H 0.194
38. H 0.167
39. H 0.201
40. H 0.278
41. H 0.200
42. H 0.195
43. H 0.198
44. H 0.202
45. H 0.201
46. H 0.502
47. H 0.512

# 4
The ion C13H20BF6NO6P with charge -1 in a non-equilibrium geometry. Source: the OMol25 dataset; level of theory: wB97M-V/def2-TZVPD.

Properties
Net charge: -1
HOMO level, eV: -4.04
LUMO energy, eV: 2.2

Geometry (Å):
C (3.0119, -0.9229, 1.4146)
C (2.6200, -0.4948, 0.0908)
P (0.7898, -0.0782, -0.3883)
C (1.1819, 0.0372, -2.2508)
C (0.2569, -1.9052, -0.4431)
C (0.9097, -2.8375, -1.5504)
O (2.1245, -2.9578, -1.8511)
N (-0.0314, -3.7640, -2.2924)
C (-0.8910, -3.0125, -3.2559)
C (-0.8154, -4.5815, -1.3214)
B (1.2945, 1.7943, -0.2294)
O (0.5908, 2.9228, -0.8110)
O (2.4737, 2.1307, 0.5879)
C (2.5102, 3.5691, 0.8668)
C (-1.0421, 0.5433, -0.6269)
O (-1.4713, 0.9149, -1.7734)
C (-2.1485, 0.5984, 0.5635)
F (-1.9442, -0.4174, 1.5733)
F (-3.4031, 0.2216, -0.0676)
C (-2.3974, 2.0614, 1.1745)
F (-3.8006, 2.1164, 1.5482)
F (-2.2170, 3.1167, 0.2387)
C (-1.5728, 2.4124, 2.5072)
F (-0.3666, 1.6911, 2.6839)
F (-1.1870, 3.8022, 2.3897)
C (-2.5780, 2.3527, 3.7662)
O (-3.1198, 3.4252, 4.1499)
O (-2.8671, 1.1140, 4.4196)
H (3.8075, -0.2959, 1.9695)
H (2.5962, -1.8503, 1.9319)
H (3.4734, -0.3905, -0.6792)
H (0.5097, -0.0836, 1.0469)
H (1.2624, 1.1352, -2.6214)
H (2.2222, -0.4209, -2.4805)
H (0.4339, -0.4718, -2.9500)
H (-0.8963, -1.9478, -0.5844)
H (0.4673, -2.3880, 0.5833)
H (-1.8905, -3.5985, -3.3280)
H (-1.1719, -1.9597, -2.9084)
H (-0.3951, -3.0632, -4.2831)
H (-0.4050, -4.5526, -0.2426)
H (-1.9349, -4.3258, -1.2746)
H (-0.7464, -5.6918, -1.6392)
H (1.1678, 3.2078, -1.5668)
H (3.3653, 3.7952, 1.6172)
H (1.5527, 3.9590, 1.3582)
H (2.7819, 4.1200, -0.0995)
H (-2.1110, 0.9706, 5.0373)

Atoms 1-3, force components in eV/Å:
-0.021 1.128 -2.241
1.672 -1.996 2.231
1.370 -0.893 0.861

Formally, the natural (NBO) partial charges of the atoms, in units of the elementary charge, are as follows:
1. C -0.506
2. C -0.441
3. P 0.847
4. C -0.994
5. C -0.902
6. C 0.747
7. O -0.562
8. N -0.548
9. C -0.427
10. C -0.427
11. B 0.991
12. O -0.997
13. O -0.772
14. C -0.265
15. C 0.268
16. O -0.561
17. C 0.543
18. F -0.337
19. F -0.342
20. C 0.590
21. F -0.337
22. F -0.288
23. C 0.557
24. F -0.297
25. F -0.320
26. C 0.727
27. O -0.485
28. O -0.700
29. H 0.183
30. H 0.187
31. H 0.197
32. H -0.155
33. H 0.206
34. H 0.234
35. H 0.222
36. H 0.214
37. H 0.254
38. H 0.190
39. H 0.206
40. H 0.207
41. H 0.211
42. H 0.182
43. H 0.191
44. H 0.487
45. H 0.174
46. H 0.188
47. H 0.159
48. H 0.500

# 5
A cluster of 2 separate species, C13H20BF8NO2S in total in a non-equilibrium geometry. Source: the OMol25 dataset; level of theory: wB97M-V/def2-TZVPD.

Properties
HOMO level, eV: -9.43
LUMO energy, eV: 0.3

Geometry (Å):
F (2.9326, 3.3431, -1.4687)
C (1.8553, 2.5421, -1.3925)
F (1.3463, 2.3992, -2.6378)
C (0.7679, 3.1340, -0.4897)
F (0.2649, 4.2597, -1.0331)
F (-0.2187, 2.1874, -0.5017)
C (1.0936, 3.3538, 0.9962)
O (1.4222, 4.6616, 1.4254)
C (2.7008, 5.1371, 1.4728)
F (3.6137, 4.1878, 1.2131)
F (2.9202, 5.5670, 2.7376)
C (2.8864, 6.3708, 0.5792)
F (2.5654, 6.0947, -0.6980)
F (4.1838, 6.7427, 0.6271)
H (2.1582, 1.5583, -1.0229)
H (0.1505, 3.1529, 1.5026)
H (1.8077, 2.6144, 1.3602)
H (2.2580, 7.1861, 0.9417)
C (-3.1662, -1.2464, 0.4403)
C (-2.1307, -0.7390, -0.5854)
C (-2.3455, -1.3328, -1.9871)
C (-0.6817, -0.8633, -0.0727)
B (-0.1043, -2.2989, 0.1995)
C (0.0109, -3.4588, -0.8666)
C (-0.8666, -4.6599, -0.4981)
C (-0.0904, -5.7737, 0.2008)
O (-1.9183, -4.2312, 0.3883)
N (0.5214, -2.6024, 1.5134)
C (0.0215, -2.2293, 2.5490)
S (-0.6003, -1.7441, 3.8981)
H (-2.7243, -1.8883, 1.2005)
H (-3.6375, -0.4126, 0.9646)
H (-3.9611, -1.8024, -0.0609)
H (-2.3121, 0.3355, -0.6861)
H (-3.1458, -0.8141, -2.5116)
H (-2.6151, -2.3913, -1.9221)
H (-1.4261, -1.2840, -2.5714)
H (-0.5973, -0.2185, 0.8082)
H (-0.0158, -0.4180, -0.8259)
H (1.0597, -3.7771, -0.8491)
H (-0.1836, -3.0901, -1.8731)
H (-1.3166, -5.0757, -1.4035)
H (-0.7311, -6.6491, 0.3066)
H (0.2089, -5.4222, 1.1888)
H (0.7896, -6.0343, -0.3849)
H (-2.7613, -4.3364, -0.0515)

Atoms 1-3, force components in eV/Å:
0.057 0.179 0.108
-0.053 -0.137 -0.053
0.015 0.006 0.011

Formally, the natural (NBO) partial charges of the atoms, in units of the elementary charge, are as follows:
1. F -0.319
2. C 0.521
3. F -0.321
4. C 0.597
5. F -0.307
6. F -0.333
7. C -0.134
8. O -0.509
9. C 0.850
10. F -0.316
11. F -0.324
12. C 0.504
13. F -0.319
14. F -0.320
15. H 0.140
16. H 0.231
17. H 0.211
18. H 0.150
19. C -0.614
20. C -0.196
21. C -0.604
22. C -0.802
23. B 1.044
24. C -0.826
25. C 0.121
26. C -0.622
27. O -0.741
28. N -0.724
29. C 0.267
30. S 0.032
31. H 0.218
32. H 0.211
33. H 0.202
34. H 0.201
35. H 0.215
36. H 0.191
37. H 0.204
38. H 0.222
39. H 0.242
40. H 0.241
41. H 0.228
42. H 0.169
43. H 0.211
44. H 0.221
45. H 0.207
46. H 0.479

# 6
A structure of composition C13H20BN6OSe4Ti. Source: the OMol25 dataset; level of theory: wB97M-V/def2-TZVPD.

Properties
Multiplicity: 2
HOMO level (spin up / spin down), eV: -6.57 / -6.58
LUMO energy (spin up / spin down), eV: -0.3 / 0.0
⟨S²⟩: 0.7577

Geometry (Å):
Ti (1.0878, -0.1399, 0.0149)
C (-3.1558, 0.8786, -1.3196)
C (-1.8078, 0.6364, -1.5986)
N (-1.1050, 0.5167, -0.4706)
N (-1.9963, 0.6889, 0.5481)
C (-3.2254, 0.8930, 0.0686)
B (-1.4621, 0.7236, 1.9936)
N (-0.8706, -0.6260, 2.3405)
C (-1.1446, -1.4068, 3.3873)
C (-0.2810, -2.4853, 3.3869)
C (0.5237, -2.2799, 2.2731)
N (0.1700, -1.1620, 1.6350)
N (-0.3517, 1.7854, 2.0295)
C (-0.3349, 2.9588, 2.6658)
C (0.8180, 3.6361, 2.3208)
C (1.4672, 2.7731, 1.4469)
N (0.7673, 1.6447, 1.2742)
H (-3.9579, 1.0233, -2.0186)
H (-1.3233, 0.5433, -2.5542)
H (-4.0487, 1.0519, 0.7425)
H (-2.3381, 1.0112, 2.7566)
H (-1.9392, -1.1347, 4.0605)
H (-0.2311, -3.2989, 4.0854)
H (1.3503, -2.8897, 1.9207)
H (-1.1504, 3.2294, 3.3141)
H (1.1413, 4.6045, 2.6535)
H (2.4030, 2.8964, 0.9294)
Se (4.1134, -0.9836, -1.1098)
Se (2.4158, -2.5744, -0.6854)
Se (3.2277, -4.1287, 0.7697)
Se (3.4151, 0.3926, 0.6420)
C (-0.8576, -2.4694, -1.7252)
C (0.0487, -1.7557, -2.6942)
O (0.6630, -0.5845, -2.0834)
C (1.2972, 0.2622, -3.0759)
C (1.6284, 1.6029, -2.4791)
H (-1.1575, -3.4111, -2.1902)
H (-1.7554, -1.8990, -1.5028)
H (-0.3608, -2.7250, -0.7865)
H (-0.5117, -1.3948, -3.5619)
H (0.8644, -2.3906, -3.0399)
H (0.5893, 0.3612, -3.9050)
H (2.1941, -0.2555, -3.4217)
H (0.7411, 2.1253, -2.1122)
H (2.0765, 2.2271, -3.2538)
H (2.3636, 1.5290, -1.6713)

Atoms 1-3, force components in eV/Å:
-0.722 -0.425 0.238
0.127 -0.059 0.210
-0.271 0.198 0.279

Formally, the natural (NBO) partial charges of the atoms, in units of the elementary charge, are as follows:
1. Ti 1.275
2. C -0.346
3. C -0.017
4. N -0.389
5. N -0.302
6. C 0.010
7. B 0.542
8. N -0.321
9. C 0.030
10. C -0.338
11. C 0.013
12. N -0.446
13. N -0.302
14. C 0.019
15. C -0.348
16. C -0.002
17. N -0.407
18. H 0.234
19. H 0.214
20. H 0.228
21. H -0.027
22. H 0.225
23. H 0.240
24. H 0.266
25. H 0.227
26. H 0.238
27. H 0.237
28. Se 0.000
29. Se -0.060
30. Se -0.519
31. Se -0.347
32. C -0.635
33. C -0.057
34. O -0.635
35. C -0.057
36. C -0.657
37. H 0.236
38. H 0.226
39. H 0.237
40. H 0.185
41. H 0.214
42. H 0.184
43. H 0.213
44. H 0.227
45. H 0.244
46. H 0.245